# 1
{"formula": "C7H11NO2S2", "method": "wB97M-V/def2-TZVPD", "elements": ["S", "S", "O", "O", "N", "C", "C", "C", "C", "C", "C", "C", "H", "H", "H", "H", "H", "H", "H", "H", "H", "H", "H"], "coordinates": [[2.273623, -0.131713, 0.004690], [-1.485954, 1.990154, -0.003501], [2.123668, -0.860622, -1.245130], [2.159631, -0.870379, 1.233415], [1.058244, 2.379257, 0.000259], [-0.406110, 0.626189, -0.017179], [-1.715723, -0.960068, 1.365949], [-1.771606, -0.985164, -1.331456], [3.761244, 0.920668, 0.027357], [-0.049666, 3.020663, 0.067869], [0.889112, 1.031016, -0.077214], [-0.990429, -0.738238, -0.033154], [3.611521, 1.664440, 0.909443], [-0.916583, -1.249134, -2.126607], [-2.805501, -0.539655, 1.205629], [-1.800023, -2.098206, 1.490331], [-0.298971, -1.535103, -0.137094], [3.874093, 1.354232, -0.971098], [-2.412626, -1.838381, -1.079500], [-0.336215, 4.075778, 0.178721], [4.587693, 0.343047, 0.181358], [-2.247143, -0.145483, -1.583898], [-1.222316, -0.547291, 2.125214]], "atomic_forces_ev_per_a": [[-0.67, 0.42, -0.97], [-1.18, -0.37, -0.03], [0.62, 0.40, 0.62], [0.20, 0.25, 0.08], [4.10, -3.34, -0.31], [-4.81, -2.63, -0.08], [-4.32, -2.81, -5.29], [3.43, -3.56, 0.54], [-3.06, 2.20, 0.63], [-3.49, 1.41, 0.20], [5.38, 4.71, 0.57], [-0.06, 0.34, 1.07], [0.28, -1.15, -1.87], [-2.30, 0.47, 1.46], [2.02, -0.71, 0.87], [-0.03, 1.66, 0.09], [1.56, -0.19, 0.60], [-0.35, 0.36, 0.40], [-0.10, 0.14, -0.84], [1.24, -0.37, -0.09], [2.02, -1.96, 0.72], [-2.35, 2.98, -1.41], [1.87, 1.74, 3.05]], "mulliken_charge": [1.2627, -0.0892, -0.6461, -0.6251, -0.5724, 0.5389, -1.3950, -1.3265, -1.0265, -0.2061, -0.2676, 0.3170, 0.3098, 0.2372, 0.3210, 0.3259, 0.4246, 0.3282, 0.3735, 0.3910, 0.4663, 0.4155, 0.4427], "homo_lumo_gap_ev": [6.1, 7.2], "spin_multiplicity": 3, "relative_energy_kcal_mol": 16.1, "s2": 2.02, "energy_ev": -34686.9582}

=====

# 2
{"formula": "C7H11NO3", "method": "wB97M-V/def2-TZVPD", "elements": ["O", "O", "O", "N", "C", "C", "C", "C", "C", "C", "C", "H", "H", "H", "H", "H", "H", "H", "H", "H", "H", "H"], "coordinates": [[-4.374449, -0.649073, 0.107628], [1.077541, -1.445809, -0.653528], [-0.243210, -2.156276, 1.026119], [-2.270371, -1.170576, -0.807196], [2.273492, -1.989859, -0.035457], [-1.014193, -0.363266, -0.442784], [0.248051, 1.561742, 0.748737], [-0.070197, -1.447784, 0.085520], [0.884020, 2.036034, -0.573087], [-3.291061, -0.897289, -0.262799], [-1.153091, 0.915869, 0.501182], [2.669321, -2.553897, -0.860696], [0.135505, 2.401520, 1.448175], [-0.649918, -0.097865, -1.399089], [1.954498, -2.677999, 0.750521], [0.641838, 3.120031, -0.787127], [2.024796, 2.177731, -0.420673], [0.653832, 1.453819, -1.561234], [0.931694, 0.826178, 1.236505], [-1.525190, 0.559813, 1.489485], [-1.954513, 1.609568, 0.125582], [3.051615, -1.212622, 0.284224]], "atomic_forces_ev_per_a": [[0.58, -0.24, 0.24], [0.04, 0.96, 0.72], [-0.38, -0.12, 0.41], [2.98, 0.92, 0.17], [-0.05, 0.03, -0.33], [-1.21, -0.97, 0.34], [-0.42, -0.59, -0.92], [1.16, 0.91, -0.13], [1.65, 1.59, -1.10], [-3.26, 0.67, 0.49], [-0.20, -1.38, 0.50], [0.67, -0.37, -0.04], [0.06, -0.22, -0.24], [0.47, 0.51, -0.80], [0.39, 0.30, 0.11], [-0.37, -1.15, 0.15], [-1.65, -0.83, -0.48], [0.60, 0.86, 2.16], [-0.67, 0.36, -0.28], [0.12, 0.09, -0.60], [1.04, -0.52, -0.01], [-1.56, -0.80, -0.33]], "mulliken_charge": [-0.4553, -0.2792, -0.5692, -0.5648, -0.6994, 0.6223, -0.4128, 0.4538, -1.0130, 0.5980, -0.8392, 0.2587, 0.3988, 0.0814, 0.3628, 0.3547, 0.2714, 0.2050, 0.2262, 0.3726, 0.4065, 0.2207], "homo_lumo_gap_ev": 11.1, "spin_multiplicity": 1, "relative_energy_kcal_mol": 36.4, "energy_ev": -15069.0646}